Below is a 10-piece molecular cluster, C40H80O26 overall in a non-equilibrium geometry, with properties calculated with ωB97M-V/def2-TZVPD.

Summary:
energy relative to the best compared isomer or geometry (same formula, charge and spin)	16.8	kcal per mole
calculated total energy	-96009.960	eV
HOMO level	-9.54	eV
net charge	0
SMILES string	CCOC(=O)OC.CCOC(=O)OC.CCOC(=O)OC.CCOC(=O)OC.CCOC(=O)OC.CCOC(=O)OC.CCOC(=O)OC.CCOC(=O)OC.C1CCOC1.C1CCOC1
orbital gap	10.052	eV
M	977.054	g mol⁻¹

Structure (XYZ):
```
146
Properties=species:S:1:pos:R:3:lowdin_charge:R:1
C -26.78791 -3.89340 4.31875 -0.062
C -25.91787 -2.66456 4.13761 -0.226
O -25.95413 -1.80169 5.26867 0.048
C -26.46358 -0.58566 5.09842 -0.611
O -26.98034 -0.15060 4.10855 0.128
O -26.36547 0.03689 6.26808 0.010
C -26.74540 1.40198 6.30974 -0.051
H -26.37475 -4.50078 5.12372 0.077
H -26.78238 -4.50803 3.41734 0.078
H -27.83459 -3.63980 4.48192 0.081
H -26.15019 -2.19094 3.18231 0.120
H -24.87331 -2.94329 3.98348 0.126
H -26.02632 1.94661 6.91943 0.084
H -27.69817 1.49392 6.83537 0.096
H -26.87691 1.90105 5.35265 0.096
C -18.00952 0.64648 6.41212 -0.036
C -17.77432 -0.46869 5.38414 -0.176
O -16.79664 -1.36621 5.93494 0.035
C -17.17003 -2.59223 6.28434 -0.605
O -18.19184 -3.14190 5.96592 0.113
O -16.32208 -3.03826 7.21225 0.000
C -16.72461 -4.22231 7.91245 -0.032
H -17.34601 1.48056 6.17099 0.072
H -17.86311 0.41085 7.46428 0.074
H -19.00369 1.09788 6.35011 0.064
H -17.34984 -0.07323 4.46590 0.102
H -18.67228 -1.02700 5.12271 0.114
H -16.34744 -4.06981 8.92636 0.091
H -16.16007 -5.06226 7.51294 0.095
H -17.80314 -4.30562 7.98523 0.094
C -20.91575 6.29026 -2.14613 -0.056
C -19.66169 5.52912 -1.74486 -0.207
O -19.72321 5.07546 -0.38620 -0.003
C -19.27665 5.91633 0.58636 -0.585
O -18.65664 6.91684 0.37587 0.140
O -19.58535 5.44877 1.77774 -0.006
C -20.44522 4.35237 1.98590 -0.042
H -21.79826 5.83250 -1.69711 0.073
H -20.97943 6.20261 -3.22966 0.081
H -20.81147 7.29967 -1.75110 0.078
H -18.82245 6.21447 -1.86781 0.120
H -19.53366 4.59985 -2.29601 0.126
H -20.00024 3.36474 1.82493 0.094
H -21.27586 4.21568 1.28762 0.095
H -20.91538 4.34283 2.96556 0.072
C -20.47557 4.41299 10.38861 -0.050
C -19.19459 3.79159 9.86125 -0.207
O -18.32822 3.54083 10.97575 0.036
C -17.58044 2.45368 10.94156 -0.599
O -17.53119 1.67305 10.02588 0.122
O -16.75217 2.45989 11.98624 0.018
C -15.62579 1.63535 11.92330 -0.073
H -20.97601 3.80598 11.14657 0.081
H -21.14254 4.48959 9.52847 0.071
H -20.34081 5.35263 10.92470 0.078
H -18.70921 4.46448 9.14978 0.104
H -19.36376 2.88096 9.28982 0.119
H -15.77782 0.55719 11.84623 0.097
H -15.10648 1.67208 12.88668 0.093
H -14.86730 1.98922 11.22415 0.102
C -23.74259 7.62331 0.32261 -0.058
C -23.76976 6.54915 1.40642 -0.206
O -23.74801 7.19410 2.66945 0.037
C -23.44713 6.47365 3.74830 -0.594
O -23.03273 5.35188 3.78784 0.149
O -23.65662 7.25214 4.80272 0.005
C -23.39994 6.68066 6.06546 -0.035
H -24.45678 8.36910 0.67447 0.083
H -23.83909 7.35244 -0.72645 0.074
H -22.74608 8.07830 0.27859 0.069
H -22.86658 5.94485 1.31355 0.106
H -24.69935 5.98811 1.30577 0.133
H -23.65562 7.39897 6.84083 0.101
H -22.33886 6.45646 6.17401 0.071
H -24.00237 5.77957 6.17989 0.102
C -18.49115 5.32077 4.89813 -0.045
C -19.82655 5.05816 5.61863 -0.194
O -20.48633 3.95374 5.03060 0.011
C -21.51492 3.40759 5.70341 -0.581
O -22.01964 3.80552 6.72027 0.131
O -21.89303 2.32473 5.03369 -0.057
C -22.92270 1.51303 5.56807 -0.026
H -18.12375 6.26756 5.29272 0.072
H -18.73964 5.53781 3.85670 0.041
H -17.81735 4.47501 4.98459 0.072
H -20.48423 5.92176 5.73845 0.102
H -19.57609 4.82329 6.66165 0.118
H -22.56526 0.65872 6.13821 0.117
H -23.38259 1.17922 4.63193 0.080
H -23.76643 1.98690 6.06835 0.088
C -16.55720 3.62040 2.58739 -0.054
C -16.48924 2.60667 1.46122 -0.194
O -16.53229 1.30313 2.04438 0.044
C -17.18504 0.35848 1.39548 -0.610
O -17.84436 0.50653 0.38857 0.111
O -17.06420 -0.79082 2.04557 0.001
C -17.31977 -1.98949 1.34250 -0.041
H -16.71564 4.66675 2.33987 0.082
H -15.66075 3.50047 3.20180 0.085
H -17.34776 3.35945 3.29649 0.058
H -15.58121 2.66089 0.85955 0.130
H -17.30988 2.75752 0.75961 0.114
H -17.95223 -2.67698 1.90156 0.097
H -16.41040 -2.59102 1.22871 0.093
H -17.64524 -1.86033 0.31379 0.094
C -22.03404 0.91206 2.71959 -0.054
C -20.83850 0.27158 2.03311 -0.199
O -21.22050 -0.04400 0.69416 0.044
C -21.73503 -1.27544 0.52807 -0.598
O -22.07463 -2.03559 1.40131 0.121
O -21.80382 -1.51478 -0.76166 0.019
C -22.31259 -2.72582 -1.24855 -0.053
H -22.82706 0.16876 2.82905 0.080
H -22.50161 1.71149 2.14372 0.098
H -21.74872 1.27826 3.70778 0.043
H -20.40348 -0.54055 2.61704 0.128
H -20.01546 0.98756 1.97760 0.102
H -22.77533 -2.62801 -2.22989 0.092
H -23.04928 -3.17995 -0.58713 0.094
H -21.49257 -3.42946 -1.41303 0.098
C -15.58996 7.61175 8.27282 -0.181
C -16.66364 6.55345 8.54563 -0.171
C -16.76049 6.73252 10.07504 -0.216
O -15.42337 6.93025 10.46988 -0.145
C -14.56966 7.41381 9.40460 -0.161
H -16.10705 8.57064 8.33539 0.112
H -15.11777 7.51578 7.29242 0.110
H -16.23361 5.56549 8.36873 0.117
H -17.58289 6.73402 7.99288 0.102
H -17.21436 5.78865 10.38194 0.097
H -17.40335 7.56500 10.37129 0.121
H -13.89527 6.57791 9.22407 0.117
H -14.08808 8.35886 9.64326 0.114
C -20.21359 8.95786 3.22564 -0.155
C -20.66539 9.64472 4.51695 -0.121
C -19.60948 9.13479 5.55669 -0.177
O -18.77868 8.15448 4.92115 -0.195
C -19.35111 7.78996 3.62511 -0.191
H -19.62084 9.66830 2.64370 0.117
H -20.97159 8.56485 2.54379 0.107
H -21.62174 9.20406 4.80553 0.093
H -20.70219 10.72855 4.51252 0.107
H -20.05216 8.72473 6.46650 0.108
H -18.89309 9.92305 5.79941 0.112
H -19.96833 6.93242 3.89588 0.093
H -18.50209 7.72385 2.95480 0.127
```